Entry 1:
Entry from the Open Molecules 2025 dataset: a 2-piece molecular cluster, C25H24F2NO overall in a non-equilibrium geometry (wB97M-V/def2-TZVPD).

Summary:
max |F|	0.034	hartree/bohr
molar mass	392.5	g/mol
ΔE to the lowest compared entry with this formula, charge and spin	0.000	eV
orbital gap	4.47	eV
charge	+1
electronic energy	-35280.129	eV

CARTESIAN COORDINATES (ANGSTROEM)
C1 5.40963 0.73258 1.77607
C2 4.05781 0.13096 1.72911
C3 2.95911 0.97779 1.59790
F1 3.14474 2.31644 1.52607
C4 1.68956 0.46339 1.54134
C5 1.44805 -0.91757 1.66305
C6 0.16494 -1.50887 1.68381
C7 -1.11547 -0.91352 1.71791
C8 -1.34865 0.46897 1.83676
C9 -2.61759 0.98769 1.82115
F2 -2.79692 2.32783 1.88744
C10 -3.72264 0.14291 1.74177
C11 -5.07266 0.75085 1.74081
C12 -3.51598 -1.23004 1.68357
C13 -2.24731 -1.75198 1.66732
C14 2.57446 -1.75913 1.75898
C15 3.84397 -1.24054 1.79156
H1 6.18630 -0.03427 1.79568
H2 5.56671 1.36669 0.90172
H3 5.51230 1.36201 2.66206
H4 0.92027 1.16525 1.30061
H5 0.16256 -2.58315 1.68692
H6 -0.57121 1.16829 2.05630
H7 -5.85340 -0.01245 1.74026
H8 -5.20243 1.38472 2.62064
H9 -5.19480 1.38281 0.85914
H10 -4.36861 -1.88670 1.66480
H11 -2.10524 -2.81941 1.63073
H12 2.42682 -2.82545 1.81076
H13 4.69194 -1.89960 1.85875
C16 2.38373 3.25691 -2.11117
O1 1.07334 3.35880 -2.60549
C17 0.31486 2.17548 -2.55869
C18 0.78349 0.95090 -2.11952
C19 -0.07792 -0.16244 -2.13216
C20 -1.40381 -0.02419 -2.58291
N1 -2.01473 -1.26472 -2.48195
C21 -1.10456 -2.16975 -1.98529
C22 -1.40580 -3.59719 -1.74391
C23 0.09180 -1.52528 -1.76510
C24 -1.87799 1.21413 -3.02793
C25 -1.02708 2.28199 -3.01044
H14 2.85005 4.24096 -2.18399
H15 2.36027 2.94862 -1.06533
H16 2.95002 2.54810 -2.71562
H17 1.79054 0.82783 -1.77073
H18 -2.98026 -1.46113 -2.74578
H19 -0.54542 -4.11751 -1.32232
H20 -2.23989 -3.70532 -1.05040
H21 -1.68429 -4.09774 -2.67161
H22 0.99215 -1.97800 -1.38274
H23 -2.89135 1.30416 -3.37611
H24 -1.36341 3.24891 -3.34383

Atomic forces in eV per Å
C 0.530 -0.138 -0.061
C 0.384 0.490 0.044
C -0.537 -0.266 0.159
F -0.061 -0.866 -0.070
C 0.244 0.859 -0.349
C 0.109 0.013 -0.121
C -0.083 0.681 -0.159
C -0.071 0.014 0.164
C -0.269 0.846 0.335
C 0.539 -0.173 -0.202
F 0.072 -0.949 0.076
C -0.383 0.508 -0.056
C -0.522 -0.139 0.069
C 0.189 -0.071 0.005
C 0.148 -0.180 -0.033
C -0.190 -0.179 0.064
C -0.156 -0.066 -0.035
H -0.095 0.111 0.022
H 0.031 0.061 0.066
H 0.011 0.044 -0.043
H -0.139 0.121 -0.036
H 0.001 -0.435 -0.010
H 0.130 0.139 -0.059
H 0.096 0.114 -0.014
H -0.018 0.041 -0.083
H -0.023 0.055 0.046
H -0.168 -0.091 -0.042
H 0.024 -0.203 -0.082
H -0.012 -0.191 0.055
H 0.173 -0.091 0.043
C 0.103 0.069 -0.057
O -1.290 -1.176 -0.070
C 0.140 0.611 -0.105
C -0.058 0.270 0.034
C -0.335 0.441 -0.176
C 0.388 0.177 0.112
N -0.361 -0.045 -0.028
C 0.708 0.371 0.147
C -0.354 -0.208 -0.094
C -0.346 -0.299 0.179
C -0.071 -0.677 0.162
C 0.641 0.543 0.104
H -0.183 -0.103 -0.035
H 0.208 -0.083 0.133
H 0.225 -0.093 0.094
H 0.341 -0.038 0.047
H 0.690 0.028 0.158
H -0.006 0.122 -0.078
H -0.118 -0.094 0.059
H -0.017 -0.109 -0.004
H 0.025 -0.137 -0.063
H -0.237 0.195 -0.132
H -0.048 0.175 -0.081



Entry 2:
Entry from the Open Molecules 2025 dataset: C17H19IrN5O2 as an isolated structure in a non-equilibrium geometry (wB97M-V/def2-TZVPD).

Summary:
<S²>	8.78
max |F|	0.177	hartree/bohr
spin multiplicity	6
molar mass	517.6	g/mol
ΔE to the lowest compared entry with this formula, charge and spin	0.000	eV
orbital gap (spin up / spin down)	6.32 / 1.93	eV
charge	+4
electronic energy	-32267.005	eV

CARTESIAN COORDINATES (ANGSTROEM)
N1 -0.84476 -4.08395 0.03082
C1 -0.85902 -5.24372 -0.13317
C2 -0.95373 -6.67425 -0.31891
H1 -0.24159 -7.18760 0.33982
H2 -0.74146 -6.94296 -1.36273
H3 -1.97450 -6.98643 -0.06186
N2 -2.96353 3.23541 -2.50741
C3 -2.42746 3.31289 -3.53558
C4 -1.95712 3.57228 -4.89018
H4 -1.68224 2.64347 -5.41034
H5 -1.12934 4.29837 -4.87052
H6 -2.77828 4.02058 -5.46493
N3 2.68048 1.91119 2.45412
C5 3.59832 2.07202 3.13962
C6 4.72904 2.42670 3.97704
H7 4.47856 3.35112 4.51826
H8 5.60852 2.60282 3.34087
H9 4.94340 1.63090 4.69660
Ir1 -0.64375 0.66752 -0.54989
C7 -0.98436 2.42248 0.25042
O1 -1.16874 3.42899 0.79132
C8 -2.42527 0.05391 -0.84286
O2 -3.47038 -0.42625 -1.05007
C9 0.09394 -0.91487 -1.85540
C10 1.05957 -1.11184 -0.84928
C11 1.75591 -0.03243 -0.34146
C12 1.45701 1.26283 -0.81296
C13 0.75311 1.40523 -2.03294
C14 0.05818 0.31731 -2.54779
H10 -0.56841 -1.72262 -2.16904
H11 1.16544 -2.11875 -0.41989
H12 2.45082 -0.12795 0.50902
H13 1.84855 2.16113 -0.32256
H14 0.63282 2.39627 -2.45855
H15 -0.60548 0.43858 -3.39308
N4 -1.39016 -1.49224 3.01532
C15 -0.76265 -0.41663 3.60996
C16 -0.44658 0.45739 2.62780
N5 -0.88640 -0.09659 1.43591
C17 -1.42100 -1.28616 1.69267
H16 -1.66794 -2.34244 3.47397
H17 -0.52457 -0.31593 4.64519
H18 0.04139 1.43037 2.65680
H19 -1.83635 -1.99615 0.99588

Atomic forces in eV per Å
N 0.024 -1.888 -0.234
C -0.103 2.599 0.365
C 0.000 -0.468 -0.048
H -0.163 0.121 -0.167
H -0.058 0.099 0.289
H 0.249 0.000 -0.088
N -1.532 -0.537 3.893
C 1.597 1.434 -6.122
C 0.476 -1.799 1.825
H -0.063 0.145 0.139
H -0.107 0.513 -0.088
H -0.660 0.716 -0.214
N 0.141 -0.398 0.272
C -0.654 0.290 -0.502
C 0.244 0.138 0.123
H 0.131 -0.274 -0.145
H -0.233 -0.067 0.239
H 0.004 0.127 -0.136
Ir -3.618 2.186 1.079
C -0.279 6.860 3.380
O 0.223 -3.603 -1.803
C -8.007 -4.051 -1.573
O 4.399 2.287 0.957
C 1.356 -2.141 -1.497
C -0.276 -2.260 -0.500
C 1.705 1.172 1.260
C 2.842 0.526 -0.547
C 1.351 1.100 0.007
C -0.019 -1.071 -1.190
H 0.412 0.026 -0.022
H -0.035 0.428 -0.200
H -0.375 0.016 -0.464
H 0.191 -0.486 -0.168
H 0.138 -0.028 -0.034
H 0.004 -0.131 -0.132
N 1.064 1.098 1.351
C -1.377 -3.397 1.874
C 0.044 1.473 -4.363
N 1.331 0.558 1.235
C -0.114 0.031 0.826
H -0.307 -0.514 0.448
H -0.123 -0.276 0.760
H 0.131 -0.218 0.235
H 0.044 -0.334 -0.317



Entry 3:
Entry from the Open Molecules 2025 dataset: C7H17N as an isolated structure in a non-equilibrium geometry (wB97M-V/def2-TZVPD).

Summary:
max |F|	0.108	hartree/bohr
molar mass	115.2	g/mol
ΔE to the lowest compared entry with this formula, charge and spin	5.403	eV
orbital gap	8.54	eV
electronic energy	-9019.822	eV

CARTESIAN COORDINATES (ANGSTROEM)
C1 -0.67903 1.76376 -0.59592
C2 -0.61337 0.29908 -1.19066
C3 0.36630 0.43597 -2.50151
N1 -0.31975 -1.06967 -0.56224
C4 0.57634 -0.52201 0.22917
C5 0.74912 -0.76136 1.71191
C6 1.58370 0.45509 2.29095
C7 -0.64706 -0.94190 2.39693
H1 -1.22697 2.47141 -1.22067
H2 0.36497 2.11482 -0.48617
H3 -1.19420 2.00111 0.34488
H4 -1.59985 0.26067 -1.68266
H5 0.70284 -0.55562 -2.80636
H6 -0.02972 1.06199 -3.28040
H7 1.27867 0.90189 -2.07575
H8 1.54050 -0.28210 -0.22726
H9 -2.08152 -2.82721 -3.17126
H10 -2.20463 -2.50091 -3.83013
H11 1.54748 -1.50983 1.84367
H12 0.79925 1.27772 2.13761
H13 1.59863 0.28698 3.37013
H14 2.56186 0.56836 1.80947
H15 -1.32098 -0.40391 1.72149
H16 -0.99901 -1.97057 2.37430
H17 -0.75358 -0.55378 3.40048

Atomic forces in eV per Å
C 1.023 -0.192 1.105
C -0.142 0.792 -5.507
C 0.443 -0.076 2.793
N -0.716 3.838 2.931
C 0.765 -4.353 0.380
C 0.854 0.404 0.532
C -3.446 0.302 -0.227
C 0.739 -0.103 -1.224
H 0.310 -0.462 -0.828
H -0.518 0.188 0.029
H 0.192 -0.997 0.290
H 0.099 -0.950 0.578
H -0.522 0.066 -0.369
H -0.171 0.101 -0.334
H -0.268 0.076 -0.607
H -0.122 1.942 -0.319
H -0.010 0.081 -0.102
H 0.019 -0.066 0.112
H -0.897 -0.876 -0.151
H 1.882 -0.178 0.182
H 0.595 0.164 -0.127
H -0.437 0.258 0.226
H -0.187 0.001 0.370
H 0.165 -0.097 0.027
H 0.350 0.132 0.242



Entry 4:
Entry from the Open Molecules 2025 dataset: an isolated ion of composition C4H8N3S and charge +1 in a non-equilibrium geometry (wB97M-V/def2-TZVPD).

Summary:
max |F|	0.142	hartree/bohr
molar mass	130.2	g/mol
ΔE to the lowest compared entry with this formula, charge and spin	3.948	eV
orbital gap (spin up / spin down)	6.45 / 6.45	eV
charge	+1
electronic energy	-19573.307	eV
structure (SMILES)	CN1CNC=[NH+]C1=S

CARTESIAN COORDINATES (ANGSTROEM)
C1 -0.90613 -1.79857 -0.22388
N1 -0.53087 -0.40759 0.12428
C2 0.87489 -0.15355 0.25470
N2 1.11031 1.26370 -0.05438
C3 0.14939 2.15268 -0.24278
N3 -1.09756 1.82904 0.09029
C4 -1.42833 0.54673 0.12499
S1 -3.52134 0.24396 -0.04459
H1 -0.65287 -2.08263 -1.23976
H2 -0.41792 -2.63166 0.42648
H3 -1.84434 -1.97645 0.08662
H4 1.53159 -0.78271 -0.56230
H5 1.15096 -0.26732 1.36141
H6 2.00872 1.65720 -0.20537
H7 0.28100 3.10467 -0.55442
H8 -1.94620 2.34364 0.25071

Atomic forces in eV per Å
C 3.727 -1.506 1.266
N -0.281 -0.887 -0.906
C 2.235 -0.476 0.066
N -1.644 1.688 -1.076
C -0.843 -3.000 2.332
N 0.979 0.387 0.029
C -5.975 -4.206 -0.408
S 5.015 0.828 0.516
H -0.328 0.497 -0.268
H 0.172 1.936 -0.731
H -3.772 -0.023 0.161
H -1.653 1.245 2.461
H 0.158 -0.481 -1.710
H 1.162 -0.356 -0.296
H 1.154 2.934 -0.878
H -0.107 1.421 -0.557



Entry 5:
Entry from the Open Molecules 2025 dataset: C16H16ClN4O2ReS2Se as an isolated structure in a non-equilibrium geometry (wB97M-V/def2-TZVPD).

Summary:
<S²>	3.77
max |F|	0.028	hartree/bohr
spin multiplicity	4
molar mass	661.1	g/mol
ΔE to the lowest compared entry with this formula, charge and spin	1.312	eV
orbital gap (spin up / spin down)	5.83 / 6.35	eV
charge	-1
electronic energy	-128575.434	eV

CARTESIAN COORDINATES (ANGSTROEM)
Re1 -0.19163 0.69780 -1.02325
C1 0.23613 1.84732 6.22683
C2 0.71730 0.80264 5.26119
C3 1.45518 -0.29793 5.67582
C4 1.83562 -1.18247 4.67966
N1 1.53522 -1.01767 3.40252
C5 0.81641 0.07970 3.09022
S1 0.40499 0.33153 1.42984
N2 0.39767 0.98968 3.98611
H1 0.53525 1.61631 7.24915
H2 -0.85110 1.91960 6.18182
H3 0.64272 2.82006 5.94865
H4 1.71900 -0.45555 6.71214
H5 2.41604 -2.06916 4.92089
S2 -3.50192 3.00110 1.20952
C6 -4.11601 1.43969 0.86210
C7 -3.18495 0.72186 0.18736
N3 -2.02009 1.39713 -0.05255
C8 -2.05031 2.61053 0.42022
H6 -5.09790 1.12546 1.17047
H7 -3.28829 -0.30056 -0.13652
H8 -1.22240 3.29479 0.31915
O1 1.05927 -1.11239 -1.23828
H9 1.02732 -1.76342 -1.95048
H10 1.76127 -1.28934 -0.59785
O2 -0.57827 2.12346 -2.06022
Cl1 1.86978 -3.35444 -6.52809
C9 0.90473 -2.50978 -5.34189
C10 0.04763 -3.22526 -4.52849
C11 -0.71708 -2.54149 -3.58630
C12 -0.63990 -1.15658 -3.44433
C13 -1.43276 -0.40498 -2.42731
C14 0.24924 -0.46652 -4.28269
C15 1.01467 -1.12964 -5.22432
H11 -0.02474 -4.29981 -4.62862
H12 -1.39239 -3.10105 -2.94822
H13 -2.10077 -1.10405 -1.91105
H14 -2.03285 0.34919 -2.93829
H15 0.34109 0.60835 -4.16667
H16 1.70080 -0.58514 -5.85841
Se1 2.31915 1.83801 -1.35514
C16 4.13974 1.84847 -1.33394
N4 5.29717 1.90455 -1.37078

Atomic forces in eV per Å
Re -0.954 -0.079 -0.489
C 0.014 -0.012 0.038
C -0.009 0.017 -0.059
C 0.004 -0.011 0.006
C -0.008 0.003 -0.049
N 0.019 -0.066 0.052
C 0.040 0.009 -0.053
S -0.082 -0.206 0.204
N -0.022 0.059 0.080
H -0.001 0.001 -0.003
H 0.007 0.015 -0.016
H -0.018 -0.001 -0.010
H 0.004 0.001 0.004
H 0.001 -0.005 0.003
S 0.000 -0.038 -0.015
C 0.107 -0.047 -0.044
C -0.110 -0.046 0.197
N 0.140 0.165 -0.265
C -0.010 0.012 0.006
H 0.002 0.013 -0.003
H 0.040 0.007 -0.038
H -0.010 0.003 -0.039
O 0.075 -0.337 0.108
H 0.067 0.045 -0.022
H 0.031 0.165 -0.018
O 0.538 -0.356 0.501
Cl -0.012 0.009 0.009
C -0.007 0.020 0.018
C 0.021 0.059 -0.001
C 0.044 -0.041 0.074
C 0.088 0.136 -0.176
C 0.026 -0.096 0.236
C -0.060 0.012 -0.020
C -0.031 -0.050 0.000
H 0.001 -0.002 0.000
H 0.001 0.001 -0.003
H 0.013 0.013 0.022
H -0.015 0.053 0.132
H 0.021 -0.006 0.022
H 0.012 -0.006 0.006
Se -0.198 1.230 -0.726
C 0.257 -0.703 0.336
N -0.024 0.060 -0.004